*w*
Computed, not measured: a 2-piece molecular cluster, FHNOS overall, with wB97M-V/def2-TZVPD.

Results
- orbital gap (alpha / beta) (eV) = 6.7867 / 6.7747
- charge = -1

Structure (XYZ):
```
5
Properties=species:S:1:pos:R:3:lowdin_charge:R:1
N 0.54922 1.04117 0.38471 -0.067
O 1.01936 1.20202 -0.67324 -0.046
F 1.30634 -0.18396 1.00133 -0.293
S -1.79326 -0.38736 -0.29588 -0.266
H -1.08166 -1.67186 -0.41693 -0.328
```

*x*
Computed, not measured: a 2-piece molecular cluster, FHNOS overall, with wB97M-V/def2-TZVPD.

Results
- orbital gap (eV) = 7.3697
- charge = -1

Structure (XYZ):
```
5
Properties=species:S:1:pos:R:3:lowdin_charge:R:1
N -0.89422 -0.15314 0.45897 -0.421
O 0.49283 1.68797 0.13443 -0.680
F -1.59425 -1.33502 -0.08904 -0.328
S 0.21400 0.38859 -0.51550 0.533
H 1.78164 -0.58839 0.01114 -0.105
```

Tell me which of them is the least stable. Sure, it is *x*.

*w*
Computed, not measured: a 13-piece molecular cluster, C5H36N2O13 overall, with wB97M-V/def2-TZVPD.

Results
- orbital gap (eV) = 9.9929

Structure (XYZ):
```
56
Properties=species:S:1:pos:R:3:lowdin_charge:R:1
N -1.89564 -0.50390 1.35328 0.029
C -0.60070 -1.15390 1.80493 -0.124
C 0.23087 -1.54071 0.61250 -0.411
N 1.53467 -1.42315 0.54201 -0.035
C 2.28530 -0.85992 1.73001 -0.145
C 3.43196 0.12773 1.38498 -0.057
C 2.17148 -1.55831 -0.77955 0.020
O -0.48512 -1.97575 -0.34877 -0.059
H -1.73698 0.24735 0.68597 0.038
H -2.41630 -1.26858 0.95496 0.062
H -1.06097 -1.92081 2.45682 0.149
H -0.11032 -0.43910 2.47559 0.063
H 2.61688 -1.70796 2.33379 0.123
H 1.61093 -0.27566 2.36326 0.085
H 4.11150 0.11034 2.24942 0.081
H 4.10309 -0.19969 0.60184 0.058
H 2.99865 1.12767 1.34854 0.060
H 1.88647 -0.74392 -1.38475 0.040
H 3.24718 -1.47960 -0.63778 0.088
H 1.78664 -2.51683 -1.12181 0.094
H -2.34304 -2.92475 -0.42056 -0.017
H -3.15852 -3.91179 -1.38279 0.044
O -3.21382 -3.19294 -0.73870 -0.067
H 0.08906 -0.85847 -2.70906 -0.014
H -0.99856 -0.98182 -3.66281 0.029
O -0.09302 -0.59315 -3.62035 -0.095
H -1.09913 0.74280 4.66927 0.048
H -1.48048 0.63319 3.20300 -0.023
O -1.00210 1.19147 3.83178 -0.071
H -0.21967 1.23344 -1.35017 0.039
H 0.12941 1.91984 0.03318 0.013
O -0.58381 1.68660 -0.58243 -0.046
H -0.03191 1.59924 1.80445 0.009
H 0.49640 2.97257 2.37638 0.077
O 0.73478 2.17305 1.89094 -0.038
H -2.25688 -0.47620 -1.59278 0.008
H -3.07006 0.02128 -2.69887 0.043
O -2.44112 -0.68207 -2.51964 -0.068
H -3.75067 1.79204 -0.41558 0.071
H -2.38756 1.89086 -1.23229 0.030
O -3.13540 1.32555 -1.00498 -0.067
H 1.40918 1.78010 -2.88416 0.061
H 2.47947 0.79140 -2.80055 0.093
O 1.85980 1.22810 -2.19008 -0.092
H -3.80762 -0.47949 3.62614 0.047
H -3.68239 0.51245 2.54690 0.019
O -3.56976 0.44632 3.49912 -0.068
H 1.58985 3.55600 -0.13232 0.014
H 2.19499 2.66117 -1.32831 -0.025
O 2.33535 3.42003 -0.72203 -0.075
H 0.02545 -3.58156 -0.50238 -0.026
H 0.10431 -4.77500 -1.46588 0.034
O 0.12314 -4.56487 -0.52593 -0.082
H 2.39480 3.47379 -3.32422 0.039
H 1.17452 4.24853 -2.79730 0.044
O 1.47544 3.67696 -3.50221 -0.042
```

*x*
Computed, not measured: a 13-piece molecular cluster, C5H36N2O13 overall, with wB97M-V/def2-TZVPD.

Results
- orbital gap (eV) = 8.7256

Structure (XYZ):
```
56
Properties=species:S:1:pos:R:3:lowdin_charge:R:1
C 3.32947 -1.26392 -0.66140 0.014
C 2.30016 -2.10478 -1.37726 -0.484
N 1.48376 -1.60390 -2.35939 0.095
C 1.22188 -0.17129 -2.23095 -0.210
C 0.23022 0.26560 -1.18469 -0.205
N -1.02416 -0.47707 -1.30065 -0.099
C -1.78432 -0.20203 -2.50041 -0.113
O 2.09496 -3.24324 -0.94318 0.008
H 2.81174 -0.67663 0.07225 0.050
H 3.85902 -0.59880 -1.33831 0.084
H 4.11260 -1.90404 -0.27514 0.093
H 0.72011 -2.15397 -2.81222 0.104
H 2.11224 0.39128 -2.05297 0.085
H 1.00913 0.19847 -3.23446 0.117
H 0.55286 0.18604 -0.15258 0.119
H 0.06918 1.29589 -1.43091 0.039
H -1.58352 -0.39251 -0.48340 0.087
H -1.15318 -0.44079 -3.35225 0.064
H -2.02328 0.84782 -2.62526 0.057
H -2.66748 -0.82589 -2.56252 0.087
H 1.11514 -3.60012 0.68217 -0.013
H -0.14674 -3.17234 1.46221 -0.024
O 0.65461 -3.69094 1.52831 -0.066
H 1.17743 2.79191 -3.22517 0.040
H 0.59642 2.91061 -1.80569 0.032
O 1.42683 2.73688 -2.31331 -0.058
H -1.08266 -2.60822 -1.11737 0.014
H -0.96820 -4.07113 -0.46968 0.058
O -1.36270 -3.54340 -1.19217 -0.077
H 0.01012 4.52836 1.67789 -0.022
H -1.04631 3.46188 1.90565 0.003
O -0.90444 4.44094 1.92522 -0.082
H 2.09673 3.78073 0.25451 0.077
H 2.34838 4.23399 1.75140 0.052
O 1.87431 3.65739 1.19021 -0.018
H -3.06812 2.29434 1.64491 0.070
H -1.88507 1.34042 2.10123 0.029
O -2.16715 2.03241 1.43894 -0.083
H -2.54553 0.56671 4.24646 0.115
H -1.13033 0.26302 3.94401 0.065
O -1.98654 0.37893 3.45226 -0.076
H -1.18089 -2.62376 -4.11772 0.045
H -0.96825 -3.57378 -2.94865 0.015
O -0.52426 -3.26751 -3.77697 -0.085
H -2.32824 2.87834 -1.60843 0.077
H -1.51770 2.71877 -0.25574 0.046
O -1.47589 2.55802 -1.24192 -0.100
H 2.53150 0.50950 1.53515 0.007
H 2.13160 1.95359 1.76512 -0.050
O 2.09162 1.10375 2.15492 -0.046
H -2.09955 -1.23128 2.63889 0.019
H -2.89721 -2.34883 1.70723 0.040
O -2.06734 -2.09149 2.11687 -0.078
H 0.35394 -0.20460 5.24514 0.040
H -0.32685 -1.52730 5.01500 0.053
O -0.40006 -0.71198 5.49481 -0.012
```

Tell me which of them is the least stable. Sure, it is *w*.

*w*
Computed, not measured: one molecule with the formula C4H4N2S2, with wB97M-V/def2-TZVPD.

Results
- orbital gap (eV) = 8.2802
- SMILES = S=CN1C=CSC=N1

Structure (XYZ):
```
12
Properties=species:S:1:pos:R:3:lowdin_charge:R:1
C -1.64795 0.37049 -1.10747 -0.681
C -0.27876 0.50247 0.85555 -0.191
C 0.78957 0.22730 1.58682 -0.371
C 1.49388 -1.04702 -0.66624 -0.467
H -1.60486 -0.07051 -2.12818 0.084
H -1.07910 1.11684 1.36624 0.104
H 0.98144 0.58776 2.60467 0.073
H 2.17133 -1.62480 -1.31509 0.084
N -0.56860 0.00107 -0.39786 -0.201
N 0.37601 -0.73024 -1.12000 0.039
S -2.78609 1.42672 -0.62594 0.626
S 2.15312 -0.76007 0.94750 0.899
```

*x*
Computed, not measured: one molecule with the formula C4H4N2S2, with wB97M-V/def2-TZVPD.

Results
- orbital gap (eV) = 10.2853
- SMILES = N#CC(S)(C#N)CS

Structure (XYZ):
```
12
Properties=species:S:1:pos:R:3:lowdin_charge:R:1
C -0.63190 0.02029 -0.86520 -0.568
C 0.49891 0.00666 0.19350 -0.828
C 0.36374 -1.18793 1.04275 -0.277
C 0.46664 1.21567 1.03562 -0.257
H -2.32294 -1.16045 0.26972 -0.132
H -0.50828 -0.84522 -1.51713 0.081
H -0.49632 0.91395 -1.48302 0.081
H 2.10786 1.05728 -1.17488 -0.103
N 0.23404 -2.15926 1.65314 0.204
N 0.45165 2.19765 1.64159 0.197
S -2.30571 0.09950 -0.18245 0.756
S 2.14231 -0.15814 -0.61365 0.846
```

*y*
Computed, not measured: one molecule with the formula C4H4N2S2, with wB97M-V/def2-TZVPD.

Results
- orbital gap (eV) = 7.5603
- SMILES = S=C1NN=C[C@H]2S[C@@H]12

Structure (XYZ):
```
12
Properties=species:S:1:pos:R:3:lowdin_charge:R:1
C 1.22809 -0.27437 -0.28885 -0.695
C -1.01514 1.03756 0.26093 -0.199
C -1.05992 -0.39960 0.69809 -0.484
C 0.17975 -1.06704 0.30972 -0.414
H 1.56204 1.43438 -1.31389 0.110
H -1.97032 1.66046 0.33955 0.143
H -1.63857 -0.66205 1.51174 0.081
H 0.37962 -2.02811 0.75398 0.098
N 0.90581 0.86714 -0.88518 -0.006
N -0.14894 1.61846 -0.42298 0.066
S 2.99974 -0.75050 -0.13928 0.481
S -1.42217 -1.43633 -0.82382 0.818
```

Tell me which of them is the least stable. Sure, it is *y*.

*w*
Computed, not measured: CH2N2P2 as an isolated structure, with wB97M-V/def2-TZVPD.

Results
- orbital gap (eV) = 8.4310

Structure (XYZ):
```
7
Properties=species:S:1:pos:R:3:lowdin_charge:R:1
C 1.68762 0.52109 -0.16406 -0.600
N 2.68498 0.31166 -0.69941 0.099
N -0.53674 -0.59941 0.43965 -0.730
P 0.32754 0.75172 0.76688 0.645
P -2.04679 -0.65960 0.15804 0.732
H -0.01010 1.74132 -0.37470 -0.004
H -2.10650 -2.06678 -0.12640 -0.142
```

*x*
Computed, not measured: a 2-piece molecular cluster, CH2N2P2 overall, with wB97M-V/def2-TZVPD.

Results
- orbital gap (eV) = 6.4545

Structure (XYZ):
```
7
Properties=species:S:1:pos:R:3:lowdin_charge:R:1
C 2.48301 0.67399 -0.27018 -0.086
N 1.83081 -0.12056 0.28453 0.045
N -1.93170 0.19190 0.01529 -1.118
P -1.75518 1.69096 0.02288 0.655
P -1.80741 -1.38082 -0.11069 0.592
H -3.00945 -1.71907 0.78453 -0.136
H 3.15032 1.31768 -0.81775 0.048
```

Tell me which of them is the least stable. Sure, it is *x*.

*w*
Computed, not measured: a 2-piece molecular cluster, C2O2S2 overall, with wB97M-V/def2-TZVPD.

Results
- orbital gap (eV) = 9.5887

Structure (XYZ):
```
6
Properties=species:S:1:pos:R:3:lowdin_charge:R:1
C 2.51656 -0.95554 -0.19175 -0.434
C -2.50702 0.94749 0.28120 -1.406
O 2.49566 0.08540 0.32935 0.185
O 2.58015 -1.90519 -0.82176 0.224
S -3.87212 1.38329 0.86888 0.730
S -1.21323 0.44455 -0.46593 0.702
```

*x*
Computed, not measured: a 2-piece molecular cluster, C2O2S2 overall, with wB97M-V/def2-TZVPD.

Results
- orbital gap (eV) = 10.2078
- SMILES = O=C=S.O=C=S

Structure (XYZ):
```
6
Properties=species:S:1:pos:R:3:lowdin_charge:R:1
C -1.52776 -0.84548 -0.51103 -0.822
C 1.43411 0.71709 0.33220 -0.920
O -1.59054 -0.98667 -1.66636 0.099
O 2.24577 -0.13752 0.31944 0.084
S 0.49808 1.92172 0.57380 0.769
S -1.05966 -0.66914 0.95195 0.789
```

Tell me which of them is the least stable. Sure, it is *x*.

*w*
Computed, not measured: a 2-piece molecular cluster, C6H14N4O overall, with wB97M-V/def2-TZVPD.

Results
- orbital gap (eV) = 9.0941
- charge = +2

Structure (XYZ):
```
25
Properties=species:S:1:pos:R:3:lowdin_charge:R:1
C 0.18107 -1.05740 1.80936 0.013
C -1.14823 -0.84472 1.52516 -0.303
C -1.19104 0.87356 -0.22950 -0.103
C 1.23114 -0.15444 1.59846 -0.093
C 0.06001 -0.99450 -1.84762 -0.100
C 1.01064 1.19910 -1.93521 -0.120
N -1.68094 0.22561 0.80943 0.178
N -1.74964 1.85209 -0.84349 0.246
N 2.46459 -0.41380 1.91330 0.226
N 0.54248 0.13130 -1.12950 -0.075
O -2.11897 -1.61602 1.94279 0.194
H 0.41850 -1.98505 2.31697 0.143
H 1.01898 0.82512 1.18984 0.134
H -0.43717 -1.69397 -1.17806 0.091
H -0.57851 -0.76241 -2.70668 0.109
H 0.94764 -1.50469 -2.24116 0.128
H 0.41924 1.40724 -2.83400 0.103
H 1.16394 2.10091 -1.34319 0.102
H 2.00074 0.88554 -2.28777 0.130
H -2.66445 0.38102 1.06682 0.203
H -2.64491 2.26106 -0.57347 0.168
H -1.30249 2.27201 -1.65438 0.136
H 2.73995 -1.31217 2.29816 0.158
H 3.19535 0.28147 1.81167 0.157
H -1.87793 -2.35686 2.52209 0.174
```

*x*
Computed, not measured: an isolated ion of composition C6H14N4O and charge +2, with wB97M-V/def2-TZVPD.

Results
- orbital gap (eV) = 10.1851
- charge = +2

Structure (XYZ):
```
25
Properties=species:S:1:pos:R:3:lowdin_charge:R:1
C -0.93940 1.08654 -0.23819 -0.232
C 2.28656 0.28379 0.16281 -0.379
C 0.22919 1.75623 0.56604 -0.038
C 1.69658 1.60446 0.08244 -0.092
C -2.62437 -1.71203 0.91246 -0.006
C -1.64578 -1.34396 -0.15334 -0.103
N -1.03460 -0.23458 -0.18350 0.104
N 1.42818 -0.66624 -0.15318 0.120
N -1.76096 1.75208 -1.05778 0.243
N 3.52841 -0.04150 0.48984 0.211
O 2.01227 -2.02400 -0.33096 0.221
H 0.03010 2.86899 0.44135 0.152
H 0.17921 1.56102 1.58586 0.109
H 2.16192 2.51243 0.47643 0.148
H 1.92044 1.86980 -0.98689 0.172
H -2.13261 -1.36375 1.82801 0.105
H -3.41019 -1.01471 0.77503 0.088
H -2.82560 -2.80121 0.98810 0.115
H 1.45775 -2.43763 -0.98759 0.183
H -1.25527 -2.11008 -0.97977 0.176
H -1.83282 2.71172 -1.33577 0.149
H -2.40881 1.13952 -1.44763 0.110
H 4.18282 0.75842 0.75158 0.186
H 4.05474 -0.78336 0.10216 0.118
H 2.11849 -2.45200 0.46250 0.141
```

Tell me which of them is the least stable. Sure, it is *x*.

*w*
Computed, not measured: a 2-piece molecular cluster, C4H8Cl2O overall, with wB97M-V/def2-TZVPD.

Results
- orbital gap (eV) = 9.3798

Structure (XYZ):
```
15
Properties=species:S:1:pos:R:3:lowdin_charge:R:1
C -0.01368 1.37035 -0.97410 -0.057
C -0.65185 -0.78504 0.35454 -0.040
C 2.09672 -0.02113 0.56389 -1.037
C 0.18608 -0.05518 -0.60535 -0.441
O 0.60590 -0.83428 -1.69436 -0.080
Cl 2.89210 1.48280 0.53843 0.584
Cl 2.94807 -1.32841 -0.29980 0.586
H -0.12534 1.86669 -0.10056 0.041
H 0.85172 1.81255 -1.48656 0.085
H -0.84633 1.69715 -1.59476 0.097
H -0.51149 -1.89038 0.13103 0.123
H -0.39803 -0.51761 1.39018 0.094
H -1.62639 -0.57940 0.15550 0.050
H 1.92246 -0.33317 1.56336 -0.003
H 1.15254 -1.54586 -1.28750 -0.003
```

*x*
Computed, not measured: a 2-piece molecular cluster, C4H8Cl2O overall, with wB97M-V/def2-TZVPD.

Results
- orbital gap (eV) = 9.5304
- SMILES = C=C(C)O.ClCCl

Structure (XYZ):
```
15
Properties=species:S:1:pos:R:3:lowdin_charge:R:1
C -1.42372 -1.47589 -0.10567 -0.050
C 1.09979 -1.72064 -0.09234 0.028
C 0.45172 2.65940 0.67926 -0.967
C -0.06244 -1.13701 -0.37745 -0.534
O -0.03398 -0.15046 -1.37758 -0.062
Cl -1.04972 3.06339 -0.26331 0.463
Cl 0.22233 1.31041 1.81599 0.530
H -1.87223 -1.45222 -1.13594 0.116
H -1.49705 -2.49367 0.30889 0.097
H -1.97745 -0.80216 0.52498 0.075
H 1.20076 -2.34420 0.77745 0.060
H 2.01695 -1.36829 -0.48987 0.046
H 0.67926 3.55137 1.20081 -0.006
H 1.26604 2.27408 -0.08694 0.068
H 0.97971 0.08591 -1.37828 0.136
```

Tell me which of them is the least stable. Sure, it is *w*.

*w*
Computed, not measured: H2IO as an isolated structure, with wB97M-V/def2-TZVPD.

Results
- orbital gap (eV) = 7.5140
- charge = -1

Structure (XYZ):
```
4
Properties=species:S:1:pos:R:3:lowdin_charge:R:1
O 0.51417 -0.08161 0.89791 -0.295
H 0.65873 0.19977 -0.03385 -0.230
H -0.44029 -0.31710 0.94065 -0.042
I -0.73260 0.19894 -1.80470 -0.433
```

*x*
Computed, not measured: a 2-piece molecular cluster, H2IO overall, with wB97M-V/def2-TZVPD.

Results
- orbital gap (eV) = 6.4006
- charge = -1

Structure (XYZ):
```
4
Properties=species:S:1:pos:R:3:lowdin_charge:R:1
O -1.15856 1.12114 0.73133 -0.096
H -0.61811 0.43856 0.27281 0.055
H -1.95705 0.63751 1.04242 0.039
I 3.73373 -2.19722 -2.04657 -0.999
```

Tell me which of them is the least stable. Sure, it is *x*.